1.
# CH3NSi

An isolated molecule of CH3NSi in a non-equilibrium geometry (ωB97M-V/def2-TZVPD, the OMol25 dataset).

XYZ file:
```
6
Properties=species:S:1:pos:R:3:lowdin_charge:R:1
C -1.28 -0.11 -0.16 -0.424
N -2.40 0.03 0.03 0.066
Si 0.56 0.00 0.01 0.599
H 1.02 1.37 -0.67 -0.037
H 1.14 0.03 1.29 -0.116
H 0.96 -1.32 -0.49 -0.087
```

As for the HOMO-LUMO gap: 0.466 hartree. The value obtained for the total energy is -384.10745 hartree. For the LUMO energy, the calculation gives 0.6 eV. The calculation puts the HOMO energy at -12.0 eV.

2.
# CH3O2S

The ion CH3O2S with charge -1 in a non-equilibrium geometry (ωB97M-V/def2-TZVPD, the OMol25 dataset).

XYZ file:
```
7
Properties=species:S:1:pos:R:3:lowdin_charge:R:1
C 0.03 0.32 -0.15 -0.376
O 0.02 1.65 0.57 -0.196
O -0.07 -2.43 -0.48 -0.896
S 1.11 -1.49 -0.65 0.432
H -0.03 1.38 1.48 0.023
H -0.87 -0.25 0.22 0.039
H -0.20 0.82 -0.99 -0.025
```

As for the HOMO-LUMO gap: 0.213 hartree. The value obtained for the total energy is -588.49575 hartree. For the LUMO energy, the calculation gives 4.1 eV. The calculation puts the HOMO energy at -1.7 eV. Its net charge is -1.

3.
# CH3O3P

The ion CH3O3P with charge -2 in a non-equilibrium geometry (ωB97M-V/def2-TZVPD, the OMol25 dataset).

XYZ file:
```
8
Properties=species:S:1:pos:R:3:lowdin_charge:R:1
C 0.15 -0.01 -0.06 -0.256
O 2.59 -0.85 1.26 -0.539
O 2.40 -1.04 -1.18 -0.526
O 2.70 1.68 -0.01 -0.846
P 2.08 -0.17 0.02 0.219
H -0.65 0.29 0.73 0.023
H 0.12 0.65 -0.93 -0.022
H -0.24 -0.92 -0.39 -0.053
```

As for the HOMO-LUMO gap: 0.223 hartree. The value obtained for the total energy is -606.92260 hartree. For the LUMO energy, the calculation gives 7.6 eV. The calculation puts the HOMO energy at 1.5 eV. Its net charge is -2.

4.
# CH3O3PS

A cluster of 2 separate species, CH3O3PS in total in a non-equilibrium geometry (ωB97M-V/def2-TZVPD, the OMol25 dataset).

XYZ file:
```
9
Properties=species:S:1:pos:R:3:lowdin_charge:R:1
C 0.13 0.09 -1.59 -0.732
O 0.43 -1.66 0.40 -0.511
O 1.02 0.40 -2.34 0.045
O -0.86 0.83 -1.16 0.056
P -0.02 -1.72 -1.02 0.993
S 0.19 0.70 2.44 0.563
H 0.69 -0.29 2.75 -0.385
H -0.83 -0.10 1.93 -0.149
H -0.75 1.75 -1.41 0.120
```

As for the HOMO-LUMO gap: 0.295 hartree. The value obtained for the total energy is -1005.12154 hartree. For the LUMO energy, the calculation gives -1.3 eV. The calculation puts the HOMO energy at -9.4 eV.

5.
# CH3O3S

The ion CH3O3S with charge -1 in a non-equilibrium geometry (ωB97M-V/def2-TZVPD, the OMol25 dataset).

XYZ file:
```
8
Properties=species:S:1:pos:R:3:lowdin_charge:R:1
C -0.67 -0.26 0.33 -0.903
O 1.82 0.74 0.83 -0.679
O 0.28 -1.05 -0.33 -0.206
O -1.84 -0.23 -0.10 -0.171
S 0.56 1.22 0.15 0.760
H -0.46 -0.42 1.44 0.105
H -0.39 -1.41 -1.04 0.131
H 0.71 1.41 -1.28 -0.037
```

As for the HOMO-LUMO gap: 0.250 hartree. The value obtained for the total energy is -663.77120 hartree. For the LUMO energy, the calculation gives 3.9 eV. The calculation puts the HOMO energy at -2.9 eV. Its net charge is -1.

6.
# CH3O3S2

The ion CH3O3S2 with charge -1 in a non-equilibrium geometry (ωB97M-V/def2-TZVPD, the OMol25 dataset).

XYZ file:
```
9
Properties=species:S:1:pos:R:3:lowdin_charge:R:1
C -0.94 1.33 -0.24 -0.450
O 1.82 0.78 0.82 -0.535
O 2.51 -0.69 -0.93 -0.570
O -0.87 -1.61 0.47 -0.503
S -0.57 -0.23 -0.72 0.694
S 1.60 -0.52 0.24 0.611
H -1.96 1.48 -0.18 -0.074
H -0.15 1.69 0.37 -0.065
H -1.43 -2.23 0.17 -0.108
```

As for the HOMO-LUMO gap: 0.279 hartree. The value obtained for the total energy is -1061.96528 hartree. For the LUMO energy, the calculation gives 3.7 eV. The calculation puts the HOMO energy at -3.9 eV. Its net charge is -1.

7.
# CH3O5P

The ion CH3O5P with charge -2 in a non-equilibrium geometry (ωB97M-V/def2-TZVPD, the OMol25 dataset).

XYZ file:
```
10
Properties=species:S:1:pos:R:3:lowdin_charge:R:1
C -0.20 -0.04 -0.29 -0.532
O 2.32 -0.12 -1.25 -0.485
O 1.78 1.33 0.73 -0.436
O 1.74 -1.16 1.11 -0.491
O -0.79 -1.24 0.41 -0.163
O -0.79 1.10 0.06 -0.057
P 1.62 0.01 0.08 0.042
H -0.39 -0.25 -1.39 0.107
H 0.00 -1.61 0.83 -0.012
H -0.28 1.26 0.82 0.027
```

As for the HOMO-LUMO gap: 0.239 hartree. The value obtained for the total energy is -757.51597 hartree. For the LUMO energy, the calculation gives 7.1 eV. The calculation puts the HOMO energy at 0.6 eV. Its net charge is -2.

8.
# CH3O6P

A structure of composition CH3O6P in a non-equilibrium geometry (ωB97M-V/def2-TZVPD, the OMol25 dataset).

XYZ file:
```
11
Properties=species:S:1:pos:R:3:lowdin_charge:R:1
C 0.23 0.59 0.43 -0.373
O -1.43 2.06 -3.12 -0.462
O -2.81 3.49 -1.53 -0.468
O -3.16 0.97 -1.49 -0.425
O 0.51 -0.37 -0.45 -0.078
O 1.42 1.38 0.77 -0.129
O -0.78 1.78 -0.52 -0.272
P -2.31 2.11 -1.90 0.099
H 1.29 -0.01 -1.03 0.104
H 2.12 1.04 0.18 0.025
H -1.45 2.04 0.09 -0.020
```

As for the HOMO-LUMO gap: 0.232 hartree. The value obtained for the total energy is -832.68331 hartree. For the LUMO energy, the calculation gives 6.3 eV. The calculation puts the HOMO energy at 0.0 eV. Its net charge is -2.

9.
# CH3O8P

A cluster of 2 separate species, CH3O8P in total in a non-equilibrium geometry (ωB97M-V/def2-TZVPD, the OMol25 dataset).

XYZ file:
```
13
Properties=species:S:1:pos:R:3:lowdin_charge:R:1
C 2.27 3.30 0.87 -0.376
O 1.64 2.66 0.13 0.193
O -0.60 -2.28 -1.24 -0.222
O 2.93 4.05 1.46 0.228
O -0.33 -2.27 1.56 -0.047
O -2.52 -0.26 -0.76 0.009
O 1.20 -0.32 -0.80 -0.076
O -0.53 -1.04 0.96 -0.197
O -1.22 0.24 -0.85 -0.182
P -0.25 -1.01 -0.59 0.383
H 1.06 0.56 -0.36 0.062
H -0.93 -3.01 1.19 0.154
H -2.74 -0.62 -1.58 0.070
```

As for the HOMO-LUMO gap: 0.417 hartree. The value obtained for the total energy is -983.11801 hartree. For the LUMO energy, the calculation gives 0.1 eV. The calculation puts the HOMO energy at -11.2 eV.

10.
# CH3PS

An isolated molecule of CH3PS in a non-equilibrium geometry (ωB97M-V/def2-TZVPD, the OMol25 dataset).

XYZ file:
```
6
Properties=species:S:1:pos:R:3:lowdin_charge:R:1
C -0.68 -0.48 -0.16 -1.032
P 1.08 0.06 0.14 0.682
S -1.88 -0.47 1.02 0.482
H -0.83 -1.22 -1.20 0.084
H 1.07 1.28 1.13 -0.042
H 1.24 0.83 -0.94 -0.174
```

As for the HOMO-LUMO gap: 0.293 hartree. The value obtained for the total energy is -779.35082 hartree. For the LUMO energy, the calculation gives -0.8 eV. The calculation puts the HOMO energy at -8.8 eV.

11.
# CH3PS

A cluster of 2 separate species, CH3PS in total in a non-equilibrium geometry (ωB97M-V/def2-TZVPD, the OMol25 dataset).

XYZ file:
```
6
Properties=species:S:1:pos:R:3:lowdin_charge:R:1
C -3.37 1.21 0.19 -0.610
P 1.12 -0.02 -0.26 0.559
S -2.50 0.21 -0.54 0.578
H 0.87 -1.28 0.08 -0.252
H 2.45 -0.49 -0.66 -0.159
H 1.44 0.38 1.18 -0.116
```

As for the HOMO-LUMO gap: 0.379 hartree. The value obtained for the total energy is -779.31710 hartree. For the LUMO energy, the calculation gives 0.0 eV. The calculation puts the HOMO energy at -10.3 eV.

12.
# CH3PS4

An isolated molecule of CH3PS4 in a non-equilibrium geometry (ωB97M-V/def2-TZVPD, the OMol25 dataset).

XYZ file:
```
9
Properties=species:S:1:pos:R:3:lowdin_charge:R:1
C 0.77 1.52 0.13 -0.653
P -0.37 0.38 0.94 0.404
S 1.90 -0.06 0.57 0.097
S 2.41 -1.34 -0.76 -0.003
S -2.15 -2.16 0.22 0.226
S -1.03 -0.72 -0.63 -0.001
H 0.73 1.78 -0.97 0.071
H 1.16 2.25 0.75 -0.017
H -3.42 -1.66 -0.26 -0.124
```

As for the HOMO-LUMO gap: 0.281 hartree. The value obtained for the total energy is -1973.96148 hartree. For the LUMO energy, the calculation gives -0.4 eV. The calculation puts the HOMO energy at -8.1 eV.

13.
# CH4AlO5P

A structure of composition CH4AlO5P in a non-equilibrium geometry (ωB97M-V/def2-TZVPD, the OMol25 dataset).

XYZ file:
```
12
Properties=species:S:1:pos:R:3:lowdin_charge:R:1
Al -0.33 0.16 -0.57 0.812
P 1.55 0.02 -2.28 -0.037
O 2.92 -0.22 -1.72 -0.228
O 0.62 -1.20 -1.94 -0.309
O 1.80 0.29 -3.80 -0.276
O 1.07 1.26 -1.46 -0.281
C -1.21 -0.38 2.06 -0.072
O -0.94 0.66 1.13 -0.079
H -1.04 -1.42 1.76 0.105
H -0.75 -0.23 3.03 0.111
H -2.28 -0.33 2.28 0.105
H -1.41 1.40 1.51 0.150
```

As for the HOMO-LUMO gap: 0.144 hartree. The value obtained for the total energy is -1000.44599 hartree. For the LUMO energy, the calculation gives -3.5 eV. The calculation puts the HOMO energy at -7.5 eV.

14.
# CH4BNO2

An isolated molecule of CH4BNO2 in a non-equilibrium geometry (ωB97M-V/def2-TZVPD, the OMol25 dataset).

XYZ file:
```
9
Properties=species:S:1:pos:R:3:lowdin_charge:R:1
B -0.66 -0.27 -1.12 0.083
C -0.13 -0.35 0.38 -0.106
N 0.95 0.64 0.71 -0.440
O 0.66 1.46 1.57 0.078
O 1.94 0.55 0.07 0.106
H -1.47 0.49 -1.44 0.021
H -0.25 -1.04 -1.89 0.017
H -1.13 -0.12 0.93 0.133
H 0.09 -1.34 0.80 0.109
```

As for the HOMO-LUMO gap: 0.386 hartree. The value obtained for the total energy is -270.43396 hartree. For the LUMO energy, the calculation gives -0.6 eV. The calculation puts the HOMO energy at -11.1 eV.

15.
# CH4BNO2

A cluster of 2 separate species, CH4BNO2 in total in a non-equilibrium geometry (ωB97M-V/def2-TZVPD, the OMol25 dataset).

XYZ file:
```
9
Properties=species:S:1:pos:R:3:lowdin_charge:R:1
B -0.68 0.67 1.11 -0.201
C 1.18 -1.52 -2.03 0.141
N 1.62 -2.51 -1.61 -0.228
O 2.32 -3.46 -1.53 0.060
O 0.08 -0.38 1.43 0.055
H -1.46 1.35 1.88 0.050
H -0.70 1.08 0.03 0.004
H 0.42 -0.84 -1.74 0.051
H 0.31 -0.97 0.70 0.068
```

As for the HOMO-LUMO gap: 0.395 hartree. The value obtained for the total energy is -270.47571 hartree. For the LUMO energy, the calculation gives 0.1 eV. The calculation puts the HOMO energy at -10.6 eV.

16.
# CH4BNO4

A cluster of 2 separate species, CH4BNO4 in total in a non-equilibrium geometry (ωB97M-V/def2-TZVPD, the OMol25 dataset).

XYZ file:
```
11
Properties=species:S:1:pos:R:3:lowdin_charge:R:1
B -0.29 -0.08 1.05 -0.896
C -0.11 0.12 -2.52 -0.464
N 0.80 0.61 -1.88 0.132
O -1.07 -0.41 -2.78 0.201
O -1.36 0.68 0.70 0.251
O -0.19 -0.40 2.36 0.171
O 0.79 -0.67 0.51 0.130
H 1.41 1.30 -2.58 0.178
H 1.71 -0.78 0.98 0.180
H -1.99 0.67 1.32 0.045
H 0.31 -1.03 2.83 0.074
```

As for the HOMO-LUMO gap: 0.388 hartree. The value obtained for the total energy is -421.15023 hartree. For the LUMO energy, the calculation gives 0.3 eV. The calculation puts the HOMO energy at -10.2 eV.

17.
# CH4Br2N3S

A cluster of 2 separate species, CH4Br2N3S in total in a non-equilibrium geometry (ωB97M-V/def2-TZVPD, the OMol25 dataset).

XYZ file:
```
11
Properties=species:S:1:pos:R:3:lowdin_charge:R:1
C -0.30 -0.55 0.02 -0.839
N -0.67 -0.59 1.31 0.162
N 0.58 -1.49 -0.42 -0.075
N 1.19 -2.15 0.44 -0.336
S -0.89 0.51 -1.16 0.787
Br -3.97 -0.09 0.09 0.362
Br 2.48 -3.43 0.01 0.843
H -0.27 -1.28 1.98 0.154
H -1.35 0.00 1.55 0.025
H 0.80 -1.41 -1.41 0.142
H -4.25 -0.05 -1.32 -0.226
```

As for the HOMO-LUMO gap (alpha / beta): 0.247 / 0.219 hartree. The value obtained for the total energy is -5750.61072 hartree. For the LUMO energy (alpha / beta), the calculation gives -6.9 / -7.4 eV. The calculation puts the HOMO energy (alpha / beta) at -13.6 / -13.4 eV. Its net charge is +1.

18.
# CH4BrClOP

A cluster of 2 separate species, CH4BrClOP in total in a non-equilibrium geometry (ωB97M-V/def2-TZVPD, the OMol25 dataset).

XYZ file:
```
9
Properties=species:S:1:pos:R:3:lowdin_charge:R:1
C -0.13 1.23 -0.88 -0.153
O 1.45 -1.78 0.38 -0.113
P -1.40 0.63 0.07 0.184
Cl -1.11 -0.32 1.78 0.422
Br -3.32 1.68 0.09 0.468
H 0.73 0.61 -0.87 0.002
H 2.20 -1.36 0.84 0.056
H -0.13 2.03 -1.65 0.071
H 1.71 -2.71 0.24 0.064
```

As for the HOMO-LUMO gap (alpha / beta): 0.305 / 0.305 hartree. The value obtained for the total energy is -3490.98710 hartree. For the LUMO energy (alpha / beta), the calculation gives -6.8 / -6.8 eV. The calculation puts the HOMO energy (alpha / beta) at -15.1 / -15.1 eV. Its net charge is +1.

19.
# CH4BrN2O

A cluster of 2 separate species, CH4BrN2O in total in a non-equilibrium geometry (ωB97M-V/def2-TZVPD, the OMol25 dataset).

XYZ file:
```
9
Properties=species:S:1:pos:R:3:lowdin_charge:R:1
C 0.72 -0.22 0.92 -0.564
N 0.81 1.04 -0.72 0.164
N -0.26 -0.90 0.54 -0.022
O -0.83 -1.93 1.26 0.130
Br 1.70 -0.12 2.43 1.007
H 1.36 0.67 -1.42 -0.002
H 1.41 1.72 -0.23 0.050
H -0.65 -0.66 -0.32 0.143
H -1.31 -2.38 0.63 0.094
```

As for the HOMO-LUMO gap: 0.363 hartree. The value obtained for the total energy is -2798.81357 hartree. For the LUMO energy, the calculation gives -5.7 eV. The calculation puts the HOMO energy at -15.6 eV. Its net charge is +1.

20.
# CH4BrOP

An isolated molecule of CH4BrOP in a non-equilibrium geometry (ωB97M-V/def2-TZVPD, the OMol25 dataset).

XYZ file:
```
8
Properties=species:S:1:pos:R:3:lowdin_charge:R:1
C 0.42 0.82 -0.43 -0.670
O -0.80 -1.35 -0.27 -0.407
P -0.93 0.10 0.50 0.747
Br 2.37 0.07 0.09 0.378
H 0.24 0.66 -1.43 -0.014
H -1.55 -1.92 -0.02 0.049
H -0.17 -0.20 1.59 -0.083
H 0.43 1.82 -0.03 0.000
```

As for the HOMO-LUMO gap: 0.348 hartree. The value obtained for the total energy is -3031.08359 hartree. For the LUMO energy, the calculation gives 0.1 eV. The calculation puts the HOMO energy at -9.4 eV.

These records have energy relative to the best compared isomer or geometry (same formula, charge and spin) values of 23.4, 385.5, 192.4, 201.2, 262.9, 275.1, 0.0, 422.4, 0.0, 166.7, 255.2, 162.3, 0.0, 243.3, 133.7, 251.7, 0.0, 275.3, 317.5, 0.0 kJ/mol, in the order they appear.